# 1
CH4N2O2S | wB97M-V/def2-TZVPD

XYZ file:
```
10
Properties=species:S:1:pos:R:3
H 2.39465 2.61019 -1.24265
N 1.80221 1.83991 -1.59525
C 1.50075 0.91587 -0.83162
O 1.58552 0.73143 0.47451
N 1.68204 1.77918 1.41048
O 1.83166 1.40330 2.50145
H 1.01843 -0.01085 -1.12169
S -1.34277 -1.64353 0.57066
H -1.89686 -1.10150 -0.43659
H -2.39706 -2.19449 1.07024
```

Output
* lowest unoccupied orbital energy: -0.0159 Ha
* HOMO-LUMO gap: 9.53 eV
* energy above the lowest of the compared OMol25 structures with the same formula, charge and spin: 348.8 kJ/mol
* spin multiplicity: 1


# 2
C4H6P2 | wB97M-V/def2-TZVPD

XYZ file:
```
12
Properties=species:S:1:pos:R:3
C 1.17231 0.55289 -0.13309
C -1.40969 -0.00306 -0.18720
C 2.56445 0.95102 -0.14558
C -2.66525 -0.83945 -0.26083
P -1.31338 1.43509 0.76942
P 0.23051 -0.68360 -0.57956
H 2.82549 0.95826 0.89332
H 2.90657 1.88748 -0.76513
H 3.18486 0.16985 -0.64242
H -2.69838 -1.65984 -1.02986
H -3.46791 -0.04470 -0.36702
H -2.96074 -1.51833 0.57825
```

Output
* lowest unoccupied orbital energy (spin up / spin down): -0.0235 / -0.0219 Ha
* HOMO-LUMO gap (spin up / spin down): 7.33 / 7.13 eV
* energy above the lowest of the compared OMol25 structures with the same formula, charge and spin: 351.4 kJ/mol
* spin multiplicity: 1